# 1
DFT (the ωB97M-V functional and the def2-TZVPD basis) results for C4H9NO2 in the gas phase in a non-equilibrium geometry.

The geometry in XYZ format:
```
16
Properties=species:S:1:pos:R:3:forces:R:3
C 0.935 -0.984 2.630 -1.679 0.019 -0.085
N 0.697 -0.309 1.370 1.243 0.279 -0.863
C -0.265 -0.301 0.386 -1.029 1.798 1.884
O -1.440 -0.519 0.619 0.184 -1.267 -0.470
C 0.172 0.416 -0.880 0.386 -0.622 -0.668
C -0.885 0.325 -1.948 -0.571 0.816 -1.420
O -0.706 1.400 -2.910 0.201 0.054 0.350
H 1.113 -2.045 2.474 0.042 -0.051 0.149
H 0.072 -0.832 3.285 0.026 -0.355 0.120
H 1.774 -0.517 3.120 0.373 0.023 -0.049
H 1.315 0.455 1.227 0.802 0.128 -0.334
H 0.397 1.472 -0.730 -0.268 0.117 0.471
H 1.121 0.005 -1.232 -0.057 -0.149 -0.064
H -0.843 -0.579 -2.556 0.063 -0.449 0.512
H -1.890 0.445 -1.550 0.092 -0.332 0.450
H -1.568 1.569 -3.305 0.194 -0.009 0.016
```
Positions in Å, forces in eV/Å.

Summary:
highest occupied orbital energy: -9.5 eV
multiplicity: 1
charge: 0
structure (SMILES): CNC(=O)CCO

Here are the natural (NBO) charges for atoms 1 to 5, given in e: -0.404, -0.635, 0.684, -0.596, -0.537

# 2
DFT (the ωB97M-V functional and the def2-TZVPD basis) results for a gas-phase ion, C38H62BN2O5 (charge +1) in a non-equilibrium geometry.

The geometry in XYZ format:
```
108
Properties=species:S:1:pos:R:3:forces:R:3
C 0.555 7.277 1.042 -3.039 -4.414 -4.884
C 0.124 6.493 0.061 2.102 2.591 5.694
C -0.425 5.227 -0.813 1.185 2.193 -0.363
C 0.391 3.908 -0.416 -0.296 -0.990 1.227
N 1.447 3.299 -1.015 -2.651 2.583 0.470
C 2.032 3.878 -2.265 2.234 0.109 -1.398
C 2.180 2.844 -3.494 -0.092 -0.787 -0.069
C 0.856 2.675 -4.403 1.057 0.912 -0.972
O 0.455 1.253 -4.483 -3.247 1.193 0.493
C -0.975 1.131 -4.247 -2.923 0.602 2.706
C -1.942 0.393 -5.340 1.926 -0.088 -0.735
O -1.553 1.563 -3.191 3.359 -1.388 -4.309
C 2.005 2.059 -0.311 -2.031 -1.145 2.874
C 3.588 2.039 -0.028 1.185 1.693 -0.674
C 4.538 1.905 -1.318 2.023 -2.614 -3.453
O 4.684 0.887 -2.063 -1.357 4.333 3.566
O 5.378 3.054 -1.655 -2.550 -1.351 0.612
C 1.230 0.761 -0.869 0.090 -1.166 -1.631
C 2.086 -0.582 -1.027 1.813 -3.860 -1.591
C 1.922 -1.380 -2.412 2.738 -1.833 2.971
C 2.733 -2.741 -2.656 0.325 1.536 2.643
C 3.725 -3.364 -1.593 -1.854 3.103 1.387
C 4.604 -4.696 -1.786 0.351 0.795 -0.503
C 3.861 -2.603 -0.211 -2.420 1.502 -3.149
C 3.040 -1.246 0.030 -0.021 -1.601 -2.559
C 1.322 2.343 1.157 0.982 2.008 0.167
B 1.455 1.232 2.337 0.706 -1.045 1.360
N 0.703 -0.061 2.468 -0.091 1.150 -0.607
O 2.467 1.493 3.386 -0.395 -1.046 -3.176
C -0.087 3.172 0.976 1.767 -0.450 0.101
C -0.178 4.058 2.324 -0.455 0.844 0.526
C -1.470 2.337 0.952 -0.672 -0.345 -0.178
C -2.817 3.215 0.825 -0.730 -0.100 -0.897
C -4.151 2.458 1.377 -0.328 0.254 -0.891
C -4.351 1.002 0.707 -0.388 0.342 0.526
C -4.690 1.022 -0.872 -0.358 -1.101 -0.036
C -5.125 -0.508 -1.271 0.777 0.191 -0.101
C -3.864 -1.496 -1.025 -0.004 0.470 0.568
C -3.997 -2.337 0.353 1.278 0.302 0.381
C -2.474 -2.752 0.782 -0.950 -0.258 0.144
C -2.416 -3.584 2.190 -0.102 0.329 -0.870
C -1.749 -5.018 1.848 0.266 0.399 0.320
C -1.142 -5.806 3.120 0.078 -0.324 -0.662
C -0.012 -5.000 3.947 0.134 -0.623 0.405
C 1.506 -5.287 3.447 0.157 0.432 1.238
C 2.398 -5.529 4.807 -0.369 0.795 -0.253
H 0.688 7.939 1.981 -0.110 -1.322 -2.369
H -1.557 5.188 -0.604 1.954 -0.529 -0.073
H -0.313 5.560 -1.917 -0.108 -0.867 1.802
H 1.513 4.819 -2.666 0.408 -1.500 1.128
H 3.118 4.212 -1.987 -1.970 -0.578 -0.350
H 2.472 1.775 -3.130 -0.427 1.944 -0.577
H 3.055 3.191 -4.182 -1.594 -0.417 1.380
H -0.018 3.374 -4.115 1.382 -1.363 -0.118
H 1.159 2.963 -5.491 -0.623 -0.527 1.885
H -1.413 0.448 -6.377 -0.948 -0.187 1.832
H -2.967 0.901 -5.439 1.721 -0.735 0.655
H -2.033 -0.729 -5.063 0.052 1.985 -0.334
H 3.941 1.245 0.731 -1.024 1.040 -1.493
H 3.854 3.068 0.461 -0.507 -1.820 -0.939
H 5.482 3.056 -2.638 0.185 -0.536 1.065
H 0.829 1.035 -1.932 0.733 -0.708 1.884
H 0.273 0.472 -0.270 1.872 0.980 -0.688
H 1.221 -0.997 -3.236 1.265 -0.597 1.453
H 2.601 -3.313 -3.661 0.197 1.250 1.983
H 5.701 -4.360 -2.001 -1.928 -0.572 0.470
H 4.298 -5.329 -2.717 0.262 1.156 1.890
H 4.617 -5.324 -0.812 -0.202 1.038 -1.781
H 4.580 -3.041 0.591 -1.553 1.060 -1.478
H 3.212 -0.742 1.047 -0.346 -0.866 -1.638
H 2.010 3.195 1.537 -1.070 -1.216 -0.424
H -0.322 0.052 2.398 0.748 -0.176 -0.217
H 0.979 -0.770 1.768 -0.165 0.353 0.563
H 3.295 1.083 3.000 -0.963 0.703 1.097
H 0.802 4.563 2.649 -1.361 -0.871 -0.802
H -0.484 3.344 3.197 0.511 1.184 -1.683
H -0.973 4.909 2.282 1.373 -1.675 -0.050
H -1.528 1.547 0.093 0.329 1.380 1.640
H -1.535 1.793 1.985 0.313 0.864 -1.917
H -3.003 3.380 -0.319 0.299 -0.231 1.956
H -2.779 4.264 1.290 0.193 -1.637 -0.486
H -4.199 2.385 2.526 0.382 0.112 -1.737
H -5.050 3.127 1.049 1.547 -1.154 0.667
H -5.240 0.471 1.246 1.558 1.005 -0.898
H -3.407 0.368 0.953 -1.620 0.961 -0.659
H -3.779 1.365 -1.494 -1.403 -0.612 0.899
H -5.598 1.682 -1.155 1.561 -0.747 0.836
H -6.005 -0.799 -0.578 1.353 0.364 -1.243
H -5.455 -0.595 -2.373 0.375 0.362 1.792
H -2.928 -0.805 -0.905 -1.522 -1.244 -0.251
H -3.618 -2.177 -1.938 -0.688 1.025 1.700
H -4.405 -1.708 1.245 0.515 -0.848 -1.816
H -4.694 -3.255 0.272 1.265 1.358 -0.059
H -2.072 -3.410 -0.078 -0.376 1.121 1.398
H -1.830 -1.782 0.856 -1.096 -1.631 -0.231
H -1.831 -2.967 2.976 -0.796 -1.201 -1.313
H -3.502 -3.670 2.592 1.835 -0.114 -0.617
H -2.549 -5.659 1.314 1.316 0.936 0.849
H -0.900 -4.813 1.071 -1.401 -0.449 1.463
H -2.010 -6.185 3.790 1.482 0.864 -0.969
H -0.622 -6.767 2.706 -0.972 1.590 0.768
H -0.070 -5.379 5.045 0.035 0.712 -1.841
H -0.158 -3.858 3.984 -0.043 -1.812 -0.117
H 1.938 -4.325 2.960 -0.758 -1.821 0.478
H 1.546 -6.194 2.731 0.055 1.572 1.142
H 2.121 -6.513 5.335 0.563 1.411 -0.965
H 3.531 -5.441 4.601 -1.827 -0.410 0.350
H 2.121 -4.671 5.548 0.549 -1.487 -1.307
```
Positions in Å, forces in eV/Å.

Summary:
highest occupied orbital energy: -10.7 eV
multiplicity: 1
charge: +1

Here are the Mulliken charges for atoms 1 to 5, given in e: -0.277, -0.356, -0.621, -0.250, 0.896

# 3
DFT (the ωB97M-V functional and the def2-TZVPD basis) results for C4H3NO3 in the gas phase in a non-equilibrium geometry.

The geometry in XYZ format:
```
11
Properties=species:S:1:pos:R:3:forces:R:3
O -3.145 -0.290 0.261 4.545 -0.310 -0.147
C -2.023 0.228 -0.011 -6.053 2.887 -1.765
C -0.653 -0.242 -0.183 3.342 -0.218 0.825
N -0.385 -1.491 -0.281 -3.051 -2.730 0.804
O 0.826 -1.832 0.064 1.998 2.307 -0.858
C 1.571 -0.599 0.202 3.376 -4.648 2.058
C 0.726 0.379 0.030 -4.164 -1.948 0.248
O 0.924 1.638 0.045 2.496 4.029 -1.141
H -2.319 1.326 -0.372 1.954 -1.443 0.834
H 2.688 -0.823 0.685 -3.340 1.149 -1.778
H 1.790 1.707 -0.441 -1.102 0.926 0.918
```
Positions in Å, forces in eV/Å.

Summary:
highest occupied orbital energy: -10.0 eV
multiplicity: 1
charge: 0
structure (SMILES): O=Cc1nocc1O

Here are the natural (NBO) charges for atoms 1 to 5, given in e: -0.480, 0.367, -0.054, -0.004, -0.243